Computed, not measured: C34H57Cl5N7Si3V as an isolated structure at a distorted geometry, with ωB97M-V/def2-TZVPD.

ΔE to the lowest compared entry with this formula, charge and spin = 51.9 kJ/mol
max |F| = 2.59 eV/A
molar mass = 876.346 g mol⁻¹
<S²> = 2.0251

ORCA input file:
```
! wB97M-V def2-TZVPD RIJCOSX def2/J DEFGRID3
* xyz 0 3
V -0.560 -0.210 -0.212
C 3.298 -2.532 0.350
N 3.277 -2.181 1.746
C 3.579 -3.120 2.800
C 3.882 -2.177 3.959
N 3.128 -0.963 3.631
C 3.726 0.261 4.152
C 2.807 -1.003 2.258
N 2.145 -0.159 1.568
C 1.707 1.069 2.175
C 0.662 1.805 1.332
N -0.643 1.164 1.295
C -1.576 1.689 2.009
N -1.467 2.771 2.854
C -0.400 3.072 3.786
C -2.777 3.332 3.135
C -3.674 2.539 2.182
N -2.936 1.296 1.918
C -3.284 0.249 2.882
H 4.099 -3.255 0.192
H 3.509 -1.637 -0.228
H 2.356 -2.954 -0.002
H 4.430 -3.746 2.528
H 2.725 -3.774 3.019
H 4.957 -1.963 4.002
H 3.568 -2.571 4.926
H 4.182 0.034 5.114
H 2.974 1.030 4.315
H 4.499 0.656 3.482
H 2.543 1.768 2.303
H 1.285 0.865 3.171
H 1.000 1.843 0.301
H 0.590 2.830 1.700
H 0.053 4.045 3.577
H 0.373 2.309 3.760
H -0.815 3.108 4.797
H -2.789 4.401 2.912
H -3.039 3.195 4.191
H -3.792 3.076 1.244
H -4.654 2.323 2.599
H -3.209 0.588 3.924
H -2.636 -0.612 2.743
H -4.310 -0.063 2.688
Cl 3.006 1.628 -0.965
C 2.300 0.341 -1.878
C 1.074 -0.255 -1.530
C 0.772 -1.357 -2.323
Cl -0.670 -2.178 -1.863
C 1.522 -1.855 -3.376
Cl 1.039 -3.281 -4.211
C 2.688 -1.191 -3.726
Cl 3.635 -1.731 -5.052
C 3.073 -0.092 -2.963
Cl 4.545 0.708 -3.373
C -1.631 5.103 -3.003
Si -0.926 3.779 -1.826
C 0.937 4.116 -1.865
C -1.570 4.318 -0.117
C -1.276 1.971 -2.139
C -2.418 1.402 -1.483
C -3.691 2.015 -1.413
C -4.787 1.298 -1.002
C -4.620 -0.022 -0.561
C -3.349 -0.532 -0.520
N -2.272 0.157 -0.941
Si -1.271 1.535 -3.962
C 0.370 1.963 -4.792
C -2.635 2.558 -4.826
C -1.833 -0.197 -4.494
H -1.298 6.091 -2.676
H -2.723 5.114 -3.031
H -1.271 4.958 -4.024
H 1.127 5.128 -2.233
H 1.454 3.421 -2.528
H 1.393 4.031 -0.878
H -1.118 5.269 0.174
H -1.325 3.580 0.650
H -2.654 4.455 -0.117
H -3.793 3.023 -1.797
H -5.777 1.736 -1.047
H -5.465 -0.617 -0.243
H -3.161 -1.532 -0.148
H 0.574 3.035 -4.721
H 0.326 1.700 -5.851
H 1.211 1.430 -4.346
H -2.632 3.608 -4.541
H -3.617 2.149 -4.569
H -2.523 2.505 -5.913
H -1.010 -0.891 -4.653
H -2.369 -0.106 -5.441
H -2.521 -0.636 -3.771
C 0.111 -4.817 0.356
Si -1.192 -3.640 1.080
C -2.802 -4.012 0.135
C -1.506 -4.258 2.853
C -0.629 -1.854 1.155
H -0.195 -5.858 0.486
H 1.077 -4.697 0.851
H 0.257 -4.647 -0.713
H -2.952 -5.093 0.093
H -2.772 -3.651 -0.895
H -3.680 -3.579 0.621
H -1.775 -5.317 2.868
H -2.320 -3.707 3.333
H -0.619 -4.134 3.481
H 0.434 -1.874 1.417
H -1.133 -1.405 2.021
*
```

These are the Löwdin partial charges, in e, on atoms 1 to 99:
1. V 0.730
2. C -0.017
3. N -0.101
4. C -0.129
5. C -0.139
6. N -0.089
7. C -0.063
8. C -0.374
9. N 0.099
10. C -0.244
11. C -0.221
12. N 0.032
13. C -0.339
14. N -0.093
15. C -0.027
16. C -0.123
17. C -0.126
18. N -0.086
19. C -0.035
20. H 0.095
21. H 0.082
22. H 0.070
23. H 0.121
24. H 0.118
25. H 0.120
26. H 0.120
27. H 0.088
28. H 0.063
29. H 0.104
30. H 0.116
31. H 0.097
32. H 0.033
33. H 0.106
34. H 0.102
35. H 0.062
36. H 0.096
37. H 0.126
38. H 0.118
39. H 0.093
40. H 0.126
41. H 0.096
42. H 0.061
43. H 0.091
44. Cl 0.746
45. C -0.665
46. C -0.226
47. C -0.670
48. Cl 0.832
49. C -0.712
50. Cl 0.696
51. C -0.722
52. Cl 0.689
53. C -0.728
54. Cl 0.674
55. C -0.202
56. Si 0.474
57. C -0.192
58. C -0.159
59. C -0.299
60. C -0.397
61. C -0.040
62. C -0.058
63. C -0.069
64. C -0.137
65. N -0.090
66. Si 0.480
67. C -0.156
68. C -0.179
69. C -0.169
70. H 0.028
71. H 0.023
72. H 0.021
73. H 0.030
74. H -0.004
75. H 0.001
76. H 0.040
77. H -0.002
78. H 0.024
79. H 0.110
80. H 0.110
81. H 0.103
82. H 0.076
83. H 0.024
84. H 0.036
85. H 0.012
86. H -0.019
87. H 0.030
88. H 0.032
89. H 0.002
90. H 0.031
91. H 0.015
92. C -0.190
93. Si 0.415
94. C -0.204
95. C -0.193
96. C -0.343
97. H 0.029
98. H 0.008
99. H 0.005

Computed, not measured: C33H46N6Pt as an isolated structure at a distorted geometry, with ωB97M-V/def2-TZVPD.

ΔE to the lowest compared entry with this formula, charge and spin = 172.3 kJ/mol
max |F| = 3.10 eV/A
molar mass = 721.851 g mol⁻¹
<S²> = 2.0079

ORCA input file:
```
! wB97M-V def2-TZVPD RIJCOSX def2/J DEFGRID3
* xyz -2 3
Pt -0.562 -0.027 0.278
N -3.610 0.316 -0.162
N -1.261 -1.631 -1.897
C 0.970 -1.554 2.221
C -0.010 -2.562 2.100
C -1.288 -1.997 2.165
C -2.572 -2.734 2.198
H -2.520 -3.640 1.580
H -3.376 -2.100 1.812
H -2.860 -3.067 3.210
C -1.156 -0.548 2.291
C -2.208 0.331 2.861
H -2.584 -0.076 3.808
H -3.042 0.430 2.148
H -1.810 1.329 3.068
C 0.305 -0.283 2.359
C 0.921 0.900 3.020
H 0.285 1.786 2.939
H 1.899 1.133 2.572
H 1.094 0.695 4.088
C 0.206 -4.026 1.975
H -0.263 -4.583 2.799
H 1.266 -4.282 1.964
H -0.246 -4.417 1.052
C 2.432 -1.721 2.356
H 2.966 -1.004 1.717
H 2.757 -2.720 2.045
H 2.774 -1.553 3.391
C -4.629 1.183 -0.196
H -4.831 1.745 0.723
C -5.429 1.409 -1.322
H -6.288 2.066 -1.221
C -5.097 0.746 -2.504
H -5.646 0.952 -3.416
C -4.055 -0.173 -2.482
H -3.681 -0.668 -3.375
C -3.378 -0.440 -1.259
C -2.416 -1.507 -1.136
H -2.566 -2.347 -0.446
C -0.129 -0.991 -1.413
C -0.903 -2.532 -2.916
H -1.628 -3.089 -3.475
C 0.437 -2.567 -2.945
H 1.122 -3.153 -3.538
N 0.911 -1.709 -1.936
C 2.289 -1.670 -1.531
C 2.920 -2.853 -1.104
C 4.271 -2.781 -0.740
H 4.788 -3.681 -0.409
C 4.975 -1.574 -0.815
C 6.435 -1.515 -0.468
H 6.607 -0.918 0.441
H 7.004 -1.044 -1.282
H 6.828 -2.525 -0.301
C 4.315 -0.423 -1.245
H 4.868 0.517 -1.316
C 2.972 -0.459 -1.629
C 2.328 0.736 -2.239
H 2.306 0.697 -3.337
H 2.875 1.639 -1.953
H 1.294 0.838 -1.905
C 2.178 -4.148 -0.994
H 1.841 -4.538 -1.965
H 1.299 -4.057 -0.337
H 2.841 -4.906 -0.554
C 1.683 4.002 -0.633
N 0.293 4.117 -0.233
C -0.249 5.468 -0.114
C -0.459 3.010 -0.071
N 0.166 1.848 0.070
N -1.848 3.121 -0.051
C -2.533 3.618 -1.253
C -2.524 3.360 1.228
H 2.070 5.010 -0.776
H 1.787 3.460 -1.582
H 2.295 3.505 0.134
H -0.583 5.850 -1.092
H -1.095 5.458 0.587
H 0.542 6.116 0.277
H 1.177 1.942 0.093
H -2.540 2.831 -2.021
H -3.571 3.873 -1.010
H -2.031 4.510 -1.661
H -3.351 2.650 1.346
H -1.819 3.214 2.060
H -2.943 4.381 1.279
*
```

Per-atom Löwdin charges, elementary charge units:
1. Pt 0.929
2. N 0.088
3. N -0.136
4. C -0.282
5. C -0.273
6. C -0.294
7. C -0.093
8. H 0.059
9. H 0.065
10. H 0.065
11. C -0.410
12. C -0.094
13. H 0.072
14. H 0.042
15. H 0.043
16. C -0.375
17. C -0.092
18. H 0.048
19. H 0.062
20. H 0.076
21. C -0.082
22. H 0.071
23. H 0.051
24. H 0.063
25. C -0.082
26. H 0.065
27. H 0.053
28. H 0.065
29. C -0.200
30. H 0.082
31. C -0.139
32. H 0.073
33. C -0.131
34. H 0.080
35. C -0.049
36. H 0.094
37. C -0.319
38. C -0.214
39. H 0.072
40. C -0.244
41. C -0.058
42. H 0.095
43. C -0.097
44. H 0.102
45. N -0.027
46. C -0.119
47. C -0.190
48. C -0.023
49. H 0.106
50. C -0.286
51. C -0.081
52. H 0.077
53. H 0.072
54. H 0.065
55. C -0.018
56. H 0.107
57. C -0.189
58. C -0.060
59. H 0.088
60. H 0.057
61. H 0.035
62. C -0.040
63. H 0.067
64. H 0.065
65. H 0.077
66. C -0.189
67. N -0.142
68. C -0.242
69. C -0.406
70. N -0.027
71. N -0.166
72. C -0.069
73. C -0.085
74. H 0.025
75. H 0.061
76. H 0.062
77. H 0.031
78. H 0.060
79. H 0.017
80. H 0.039
81. H 0.084
82. H 0.077
83. H 0.050
84. H 0.036
85. H 0.080
86. H 0.068

Computed, not measured: a 2-piece molecular cluster, FHO4 overall at a distorted geometry, with ωB97M-V/def2-TZVPD.

ΔE to the lowest compared entry with this formula, charge and spin = 33.1 kJ/mol
max |F| = 1.49 eV/A
molar mass = 84.002 g mol⁻¹

ORCA input file:
```
! wB97M-V def2-TZVPD RIJCOSX def2/J DEFGRID3
* xyz 0 1
O 1.864 0.538 -0.208
O 0.737 0.195 -0.777
O -0.643 0.107 0.663
O -1.714 0.286 0.129
F -2.353 -0.971 -0.265
H 2.109 -0.154 0.457
*
```

Per-atom natural (NBO) charges, elementary charge units:
1. O -0.326
2. O -0.116
3. O -0.022
4. O 0.217
5. F -0.212
6. H 0.459

- Number 1 is which compound?
  C34H57Cl5N7Si3V

- molar mass of number 1 (C34H57Cl5N7Si3V)?
  876.346 g mol⁻¹

- Which of these has the highest ΔE to the lowest compared entry with this formula, charge and spin?
  C33H46N6Pt